[1]
C17H19N5O3S3 | ωB97M-V/def2-TZVPD

Structure (XYZ):
```
47
Properties=species:S:1:pos:R:3
C 2.748 0.558 -2.101
C 1.435 1.150 -1.597
N 0.884 0.335 -0.548
C 0.137 -0.803 -0.638
C -0.336 -1.404 -1.900
S -2.149 -1.656 -1.866
C -2.625 -0.040 -1.479
N -1.811 0.948 -1.420
C -2.445 2.102 -1.057
C -1.838 3.342 -0.883
C -2.620 4.416 -0.513
C -3.992 4.275 -0.316
C -4.613 3.051 -0.481
C -3.835 1.969 -0.848
S -4.315 0.313 -1.115
N -0.091 -1.283 0.554
N 0.505 -0.484 1.453
C 1.092 0.478 0.788
S 2.040 1.776 1.452
C 2.686 0.946 2.944
C 3.547 -0.224 2.491
O 4.700 -0.094 2.146
N 2.894 -1.407 2.514
C 3.450 -2.587 1.885
C 2.513 -3.011 0.759
O 2.475 -2.510 -0.336
O 1.710 -3.979 1.178
C 0.672 -4.403 0.300
H 3.119 1.140 -2.939
H 2.608 -0.474 -2.413
H 3.492 0.572 -1.308
H 0.693 1.226 -2.397
H 1.605 2.148 -1.185
H 0.089 -2.398 -2.038
H -0.102 -0.772 -2.754
H -0.775 3.442 -1.034
H -2.162 5.383 -0.372
H -4.579 5.133 -0.028
H -5.674 2.936 -0.326
H 1.844 0.647 3.564
H 3.298 1.698 3.439
H 1.887 -1.400 2.652
H 3.534 -3.400 2.611
H 4.433 -2.314 1.491
H 0.285 -5.331 0.712
H 1.070 -4.564 -0.704
H -0.107 -3.637 0.274
```

## Properties
- Kohn-Sham gap (Ha) = 0.329
- LUMO level (eV) = 0.541
- structure (SMILES) = CCn1c(CSc2nc3ccccc3s2)nnc1SCC(=O)NCC(=O)OC

Löwdin population analysis, charges in e, atoms 1 to 8:
1 C -0.050
2 C -0.215
3 N -0.019
4 C -0.421
5 C -0.356
6 S 0.941
7 C -0.926
8 N 0.051

[2]
C6H21N2O3PS2Si2 | ωB97M-V/def2-TZVPD

Structure (XYZ):
```
37
Properties=species:S:1:pos:R:3
Si 2.495 3.261 1.237
O 2.824 1.616 0.924
Si 2.665 0.576 2.265
S 1.198 -0.916 1.718
P 4.620 -0.527 2.436
S 4.441 -2.119 3.583
H 2.074 3.893 -0.032
H 1.420 3.467 2.212
H 3.702 3.997 1.677
H 2.302 1.252 3.513
H 1.768 -1.429 0.586
H 4.933 -0.951 1.108
H 5.596 0.398 2.893
C -1.960 0.655 1.828
C -2.639 1.992 1.658
O -2.749 2.784 2.583
N -3.138 2.314 0.434
C -3.118 1.531 -0.785
H -1.625 0.560 2.858
H -2.657 -0.156 1.614
H -1.097 0.580 1.172
H -3.573 3.221 0.410
H -2.588 2.089 -1.561
H -4.145 1.358 -1.118
H -2.624 0.578 -0.637
C -0.027 -3.238 -1.536
C -0.706 -1.916 -1.784
O -0.860 -1.088 -0.897
N -1.152 -1.663 -3.041
C -1.065 -2.512 -4.216
H 0.269 -3.293 -0.492
H -0.709 -4.062 -1.746
H 0.866 -3.330 -2.156
H -1.594 -0.763 -3.135
H -0.505 -1.991 -4.995
H -2.071 -2.717 -4.587
H -0.571 -3.451 -3.993
```

## Properties
- Kohn-Sham gap (Ha) = 0.321
- LUMO level (eV) = 0.378

Löwdin population analysis, charges in e, atoms 1 to 8:
1 Si 0.520
2 O -0.548
3 Si 0.020
4 S 0.454
5 P 0.125
6 S -0.009
7 H -0.068
8 H -0.059

[3]
C4H11N2O | ωB97M-V/def2-TZVPD

Structure (XYZ):
```
18
Properties=species:S:1:pos:R:3
C -0.573 1.722 0.269
C 1.915 -1.023 -0.174
C 0.658 -0.350 0.231
C -0.794 -0.801 -0.396
N 0.682 1.054 -0.210
N -1.573 0.597 -0.324
O -1.541 -1.658 0.327
H -0.804 1.655 1.295
H -0.732 2.532 -0.355
H 2.754 -0.553 0.228
H 2.128 -0.990 -1.188
H 2.021 -2.127 0.140
H 0.607 -0.218 1.411
H -0.635 -1.049 -1.373
H -2.472 0.636 0.242
H 1.639 1.466 -0.137
H -1.836 0.839 -1.246
H -1.445 -1.732 1.258
```

## Properties
- 2S+1 = 3
- relative energy (zero: lowest compared OMol25 entry of this formula, charge and spin) (kcal/mol) = 81.46
- total charge = +1
- Kohn-Sham gap (spin up / spin down) (Ha) = 0.162 / 0.294
- LUMO level (spin up / spin down) (eV) = -3.076 / -8.021

Löwdin population analysis, charges in e, atoms 1 to 8:
1 C -0.109
2 C -0.050
3 C -0.273
4 C -0.229
5 N 0.192
6 N 0.097
7 O 0.062
8 H 0.073

[4]
C23H20N6OS | ωB97M-V/def2-TZVPD

Structure (XYZ):
```
51
Properties=species:S:1:pos:R:3
O -2.449 0.061 1.075
C -1.508 0.449 0.407
C -1.103 0.206 -0.961
C -1.830 -0.814 -1.660
N -1.362 -1.518 -2.604
C -2.081 -2.685 -3.032
C -1.868 -3.839 -2.039
C -0.391 -4.082 -1.698
N 0.133 -3.123 -0.760
C -0.278 -2.952 0.532
C 0.470 -1.929 1.036
N 1.327 -1.469 0.085
C 1.099 -2.203 -0.971
C 0.076 0.911 -1.183
C 0.896 1.118 -2.365
C 1.766 2.212 -2.426
C 2.558 2.419 -3.538
C 2.501 1.544 -4.611
C 1.631 0.467 -4.566
C 0.833 0.253 -3.458
N 0.374 1.609 -0.053
N -0.523 1.287 0.923
C -0.427 1.676 2.218
N 0.531 2.397 2.684
C 0.359 2.610 4.024
C 1.210 3.346 4.843
C 0.899 3.472 6.180
C -0.242 2.877 6.712
C -1.097 2.140 5.915
C -0.795 2.009 4.571
S -1.679 1.148 3.330
H -2.807 -1.022 -1.201
H -1.685 -2.965 -4.013
H -3.161 -2.502 -3.122
H -2.408 -3.617 -1.116
H -2.285 -4.750 -2.469
H -0.287 -5.084 -1.265
H 0.216 -4.029 -2.606
H -1.040 -3.556 0.980
H 0.450 -1.504 2.020
H 1.612 -2.097 -1.906
H 1.808 2.925 -1.616
H 3.223 3.269 -3.570
H 3.125 1.706 -5.477
H 1.573 -0.213 -5.404
H 0.149 -0.581 -3.414
H 1.293 1.912 0.234
H 2.090 3.802 4.419
H 1.550 4.041 6.827
H -0.462 2.991 7.763
H -1.982 1.677 6.323
```

## Properties
- Kohn-Sham gap (Ha) = 0.292
- LUMO level (eV) = -0.149
- structure (SMILES) = O=c1c(/C=N/CCCn2ccnc2)c(-c2ccccc2)[nH]n1-c1nc2ccccc2s1

Löwdin population analysis, charges in e, atoms 1 to 8:
1 O -0.017
2 C -0.428
3 C -0.060
4 C -0.096
5 N 0.012
6 C -0.224
7 C -0.158
8 C -0.136

[5]
C4H15NO3 | ωB97M-V/def2-TZVPD

Structure (XYZ):
```
23
Properties=species:S:1:pos:R:3
C -1.141 1.066 0.695
N -1.951 0.032 1.288
C 2.320 -0.897 0.129
O 1.492 -1.933 -0.200
C -1.283 1.144 -0.875
C -0.435 -0.046 -1.459
H -1.431 1.977 1.163
H -0.150 0.826 0.801
H -1.558 -0.899 1.212
H 3.013 -1.178 0.868
H 2.829 -0.475 -0.737
H 1.779 0.004 0.542
H -0.805 2.093 -1.196
H -2.341 1.213 -1.242
H -0.639 -0.334 -2.510
H 0.633 0.089 -1.379
H -0.704 -1.016 -0.977
H -0.045 -2.532 2.034
H 0.547 -2.013 0.478
O -0.397 -2.010 1.346
H 1.855 2.619 -0.990
H -2.961 0.313 1.566
O 1.373 1.956 -0.558
```

## Properties
- relative energy (zero: lowest compared OMol25 entry of this formula, charge and spin) (kcal/mol) = 222.93
- Kohn-Sham gap (Ha) = 0.150
- LUMO level (eV) = -4.966

Löwdin population analysis, charges in e, atoms 1 to 8:
1 C -0.230
2 N 0.149
3 C -0.184
4 O -0.125
5 C -0.166
6 C -0.103
7 H 0.110
8 H 0.054

[6]
CF3NO4PmS2 | ωB97M-V/def2-TZVPD

Structure (XYZ):
```
12
Properties=species:S:1:pos:R:3
N -0.110 -1.326 -0.669
S -1.455 -1.061 -1.629
O -1.372 0.460 -1.986
O -2.774 -1.097 -0.825
S 0.230 -0.518 0.633
O -0.770 0.595 0.823
O 0.756 -1.522 1.558
Pm -2.678 1.307 -0.357
C 1.752 0.592 0.615
F 2.047 0.978 1.846
F 2.778 -0.082 0.118
F 1.598 1.674 -0.126
```

## Properties
- 2S+1 = 5
- relative energy (zero: lowest compared OMol25 entry of this formula, charge and spin) (kcal/mol) = 0.00
- total charge = +1
- Kohn-Sham gap (spin up / spin down) (Ha) = 0.244 / 0.286
- LUMO level (spin up / spin down) (eV) = -7.380 / -6.256

Löwdin population analysis, charges in e, atoms 1 to 8:
1 N -0.379
2 S 0.820
3 O -0.648
4 O -0.602
5 S 0.689
6 O -0.536
7 O -0.237
8 Pm 2.090